This record from the OMol25 dataset describes 2 unconnected molecules or ions with the total composition C4H6O2. The level of theory is ωB97M-V with the def2-TZVPD basis set.

Atoms and positions in Å:
C  0.36775  -1.54899  -1.39265
C  -0.22127  -0.40160  -0.61005
C  -0.24104  0.83712  -1.04454
O  -0.25079  1.95159  -1.40849
C  -0.12247  1.32516  2.22023
O  -1.03731  0.54979  2.35434
H  -0.41641  -2.21900  -1.76217
H  0.94169  -1.19595  -2.25409
H  1.04123  -2.13681  -0.76068
H  0.70923  1.12587  1.51825
H  -0.69514  -0.56252  0.35657
H  -0.07546  2.27534  2.78327

Cartesian forces, eV/Å:
0.1 -0.1 -0.1
0.0 0.2 -0.1
0.0 0.5 -0.2
0.0 -0.9 0.3
-0.3 -0.2 0.1
0.4 0.4 0.0
0.1 0.1 0.1
-0.1 -0.1 0.1
-0.1 0.1 -0.1
-0.1 0.0 0.1
0.0 0.0 -0.2
0.0 -0.1 0.0

Values from the calculation:
energy above the lowest of the compared OMol25 structures with the same formula, charge and spin	2.182	eV
HOMO level	-8.82	eV
SMILES	CC=C=O.C=O
frontier orbital gap	9.46	eV
largest force on an atom	0.92	eV/A
net charge	0